No. 1
{"formula": "C17H19CdN6OS4Si", "method": "ωB97M-V/def2-TZVPD", "lumo_energy_ev": 2.3, "orbital_gap_ev": 7.2, "total_charge": -1, "total_energy_ha": -3113.062662, "max_force_ev_per_a": 0.6, "elements": ["Cd", "S", "S", "S", "S", "Si", "O", "N", "N", "N", "N", "N", "N", "C", "C", "C", "C", "C", "C", "C", "C", "C", "C", "C", "C", "C", "C", "C", "C", "C", "H", "H", "H", "H", "H", "H", "H", "H", "H", "H", "H", "H", "H", "H", "H", "H", "H", "H", "H"], "xyz": [[0.42, -1.39, -0.85], [-2.83, 2.37, -3.20], [-4.41, -3.46, -1.33], [2.50, -4.94, 1.37], [1.89, -0.23, -2.90], [-0.88, 1.64, 3.12], [2.80, -1.84, -0.70], [3.62, -0.87, -0.97], [-0.28, 2.48, -2.27], [-2.13, -2.30, -1.63], [-1.49, 0.46, -2.12], [0.66, -3.56, -0.20], [-1.98, -4.55, -0.92], [-4.38, -1.83, -1.87], [-2.65, -3.44, -1.26], [4.23, 1.05, -2.22], [5.66, 0.25, -0.49], [-1.38, 1.70, -2.47], [3.32, 0.01, -1.99], [-3.11, -1.39, -1.99], [0.63, 2.54, 3.79], [-2.75, -0.03, -2.39], [-2.18, 2.90, 2.64], [4.76, -0.76, -0.26], [-1.59, 0.57, 4.49], [5.39, 1.18, -1.48], [1.45, -4.13, 0.47], [-3.60, 0.84, -3.00], [-0.41, 0.61, 1.70], [-0.09, -0.08, 0.75], [1.05, 3.21, 3.02], [-2.45, 3.53, 3.49], [3.99, 1.76, -3.00], [-2.51, 0.08, 4.16], [-4.61, 0.69, -3.33], [0.57, 1.96, -2.10], [6.56, 0.30, 0.11], [-1.00, -4.40, -0.67], [-3.08, 2.40, 2.28], [-5.30, -1.29, -2.04], [-1.82, 1.16, 5.38], [6.07, 2.00, -1.68], [-1.82, 3.55, 1.84], [0.39, 3.14, 4.67], [-0.19, 3.29, -2.85], [4.88, -1.52, 0.50], [-2.47, -5.28, -0.43], [1.41, 1.83, 4.06], [-0.89, -0.22, 4.77]], "nbo_charge": [1.61, 0.31, 0.31, -0.29, -0.43, 1.61, -0.63, 0.04, -0.80, -0.57, -0.50, -0.81, -0.81, -0.49, 0.29, -0.25, -0.28, 0.29, 0.01, 0.21, -1.10, 0.09, -1.10, 0.01, -1.10, -0.21, 0.20, -0.46, -0.71, -0.52, 0.23, 0.22, 0.22, 0.23, 0.23, 0.43, 0.22, 0.45, 0.23, 0.23, 0.22, 0.21, 0.23, 0.22, 0.38, 0.23, 0.39, 0.24, 0.24]}



No. 2
{"formula": "C17H19Cl2N5O6S5Ti", "method": "ωB97M-V/def2-TZVPD", "relative_energy_kcal_mol": 20.6, "lumo_energy_ev": [2.1, 2.1], "orbital_gap_ev": [6.1, 6.1], "total_charge": -1, "total_energy_ha": -5145.599111, "max_force_ev_per_a": 0.9, "multiplicity": 2, "elements": ["Ti", "Cl", "Cl", "S", "S", "S", "S", "S", "O", "O", "O", "O", "O", "O", "N", "N", "N", "N", "N", "C", "C", "C", "C", "C", "C", "C", "C", "C", "C", "C", "C", "C", "C", "C", "C", "C", "H", "H", "H", "H", "H", "H", "H", "H", "H", "H", "H", "H", "H", "H", "H", "H", "H", "H", "H"], "xyz": [[-0.20, 0.82, 0.66], [-3.85, 1.18, -0.97], [-6.35, -0.36, -1.06], [-1.52, -5.31, 4.91], [-2.10, -0.54, 1.59], [-2.29, -2.78, 3.53], [0.22, -3.97, 2.90], [0.97, -1.92, 0.84], [0.81, 0.63, 2.40], [-2.01, 4.40, -0.61], [0.55, 0.06, -3.26], [-0.86, 2.47, -0.50], [-0.31, 0.00, -1.20], [0.72, 0.83, 4.65], [-0.16, -2.92, -1.99], [-0.85, 2.40, 1.97], [1.82, 1.40, -0.34], [0.85, -2.73, -4.08], [2.09, -2.58, -2.11], [3.37, -0.68, -3.27], [-1.50, 3.47, -0.01], [3.20, 0.48, -2.28], [-2.07, 4.38, 2.36], [-1.11, 3.15, 4.19], [0.37, 1.12, 3.52], [2.01, 0.34, -1.35], [0.93, -2.71, -2.73], [3.35, -2.11, -2.70], [-1.52, 3.44, 1.50], [-1.36, -1.95, 2.30], [0.64, 0.14, -2.03], [-1.87, 4.21, 3.72], [-5.03, 0.26, -0.04], [-0.17, -2.52, 2.00], [-0.61, 2.25, 3.27], [-1.21, -4.08, 3.85], [1.62, -2.28, -4.54], [2.15, -0.55, -0.75], [-5.47, 0.92, 0.70], [3.13, 1.41, -2.85], [3.64, -2.81, -3.49], [4.33, -0.58, -3.77], [2.57, 1.42, 0.34], [-0.03, -2.40, -4.44], [-0.08, -2.65, -0.99], [-0.89, 3.00, 5.24], [1.71, 2.31, -0.76], [2.60, -0.57, -4.03], [-1.06, -2.75, -2.42], [4.10, 0.55, -1.66], [-2.61, 5.22, 1.94], [-4.52, -0.57, 0.42], [4.09, -2.21, -1.91], [2.02, -2.63, -1.09], [-2.28, 4.93, 4.42]], "lowdin_spin": [0.93, 0.00, 0.00, 0.00, 0.01, 0.00, 0.00, 0.00, 0.00, 0.02, 0.00, 0.01, 0.00, 0.00, 0.00, 0.00, 0.01, 0.00, 0.00, 0.00, 0.00, 0.00, 0.00, 0.00, 0.00, 0.00, 0.00, 0.00, 0.01, 0.00, 0.00, 0.01, 0.00, 0.00, 0.01, 0.00, 0.00, 0.00, 0.00, 0.00, 0.00, 0.00, 0.00, 0.00, 0.00, 0.00, 0.00, 0.00, 0.00, 0.00, 0.00, 0.00, 0.00, 0.00, 0.00]}



No. 3
{"formula": "C17H19ClN4O4S", "method": "ωB97M-V/def2-TZVPD", "relative_energy_kcal_mol": 377.2, "lumo_energy_ev": -0.5, "orbital_gap_ev": 8.0, "smiles": "CSCCOC(=O)COc1ccc(/C=N/NC(=O)c2c(Cl)cnn2C)cc1", "total_charge": 0, "total_energy_ha": -2037.009554, "max_force_ev_per_a": 17.3, "elements": ["Cl", "S", "O", "O", "O", "O", "N", "N", "N", "N", "C", "C", "C", "C", "C", "C", "C", "C", "C", "C", "C", "C", "C", "C", "C", "C", "C", "H", "H", "H", "H", "H", "H", "H", "H", "H", "H", "H", "H", "H", "H", "H", "H", "H", "H", "H"], "xyz": [[-3.76, -3.83, 3.65], [2.19, 6.55, -2.14], [4.27, 4.10, 1.19], [-3.10, -3.87, -1.21], [2.49, 3.55, -0.36], [3.69, 1.32, -0.93], [-2.07, -3.22, 0.91], [-5.10, -5.18, 0.31], [-6.00, -5.83, 1.14], [-1.32, -2.19, 0.51], [-4.08, -4.61, 1.01], [0.48, -0.75, 0.59], [-0.53, -1.60, 1.25], [-5.52, -5.50, 2.39], [-4.42, -4.62, 2.16], [4.40, 2.18, -0.46], [-5.20, -5.56, -1.17], [1.10, 5.42, -1.26], [0.88, -1.03, -0.71], [3.58, 5.63, -2.34], [1.87, -0.07, -1.17], [1.59, 4.87, 0.03], [2.73, 0.60, -0.52], [1.16, 0.02, 1.34], [2.31, 0.85, 0.97], [3.82, 3.41, 0.47], [-3.15, -3.88, 0.16], [3.23, 4.58, -2.85], [0.89, 0.07, 2.53], [2.22, -0.19, -2.38], [1.09, 4.59, -1.99], [5.24, 2.70, -0.96], [-4.21, -6.15, -1.29], [0.08, 5.73, -1.01], [-5.47, -4.54, -1.51], [-2.44, -2.97, 1.97], [2.37, 5.36, 0.60], [4.18, 6.17, -3.15], [-5.95, -6.40, -1.33], [0.97, 4.20, 0.59], [-6.20, -5.70, 3.08], [-0.65, -1.43, 2.35], [0.29, -1.35, -1.27], [4.25, 5.25, -1.45], [2.92, 1.56, 1.78], [4.89, 1.79, 0.48]], "nbo_charge": [-0.02, 0.27, -0.52, -0.58, -0.68, -0.45, -0.43, -0.13, -0.18, -0.22, -0.10, -0.15, 0.09, -0.09, -0.01, -0.10, -0.41, -0.60, -0.09, -0.83, -0.22, -0.10, 0.28, -0.18, -0.25, 0.82, 0.64, 0.21, 0.20, 0.21, 0.24, 0.22, 0.24, 0.25, 0.25, 0.35, 0.21, 0.25, 0.23, 0.22, 0.22, 0.16, 0.18, 0.22, 0.24, 0.15]}



No. 4
{"formula": "C17H19ClN7PTl", "method": "ωB97M-V/def2-TZVPD", "lumo_energy_ev": -10.1, "orbital_gap_ev": 8.2, "total_charge": 3, "total_energy_ha": -2015.530298, "max_force_ev_per_a": 3.2, "elements": ["Tl", "Cl", "P", "N", "N", "N", "N", "N", "N", "N", "C", "C", "C", "C", "C", "C", "C", "C", "C", "C", "C", "C", "C", "C", "C", "C", "C", "H", "H", "H", "H", "H", "H", "H", "H", "H", "H", "H", "H", "H", "H", "H", "H", "H", "H", "H"], "xyz": [[-1.15, -0.34, -0.58], [-5.32, -4.26, -0.66], [1.99, 0.72, 0.27], [2.78, -1.52, -1.36], [-0.35, 1.64, -0.98], [0.60, -1.44, -1.16], [1.30, -0.06, 2.94], [1.21, 3.16, -0.62], [-3.19, -0.94, -0.79], [-0.36, -0.35, 1.55], [0.86, 0.19, 1.71], [0.91, 1.87, -0.53], [0.14, 3.80, -1.25], [-5.40, -0.33, -0.54], [2.56, 0.35, 3.52], [-0.71, -0.91, 2.75], [4.21, -1.13, -1.50], [0.32, -0.75, 3.63], [1.78, -0.81, -0.81], [-4.12, 0.06, -0.66], [0.88, -2.57, -1.88], [2.25, -2.68, -1.94], [2.43, 3.89, -0.14], [-5.85, -1.65, -0.58], [-3.54, -2.22, -0.76], [-0.80, 2.82, -1.55], [-4.89, -2.62, -0.63], [0.26, 4.86, -1.46], [4.66, -1.75, -2.32], [0.44, -1.01, 4.64], [-2.72, -2.96, -0.80], [4.39, -0.12, -1.81], [-6.93, -1.81, -0.62], [3.31, 0.30, 2.78], [2.53, 1.37, 3.89], [-3.81, 1.06, -0.75], [-6.21, 0.41, -0.51], [2.87, -3.33, -2.60], [2.83, -0.20, 4.37], [-1.69, -1.35, 2.83], [0.19, -3.21, -2.30], [3.08, 3.24, 0.35], [2.95, 4.21, -1.06], [2.19, 4.74, 0.54], [4.80, -1.34, -0.57], [-1.73, 2.98, -2.02]], "mulliken_charge": [1.34, -0.11, -0.39, 0.25, -0.26, -0.24, 0.11, 0.13, -0.19, -0.26, 0.34, 0.51, -0.30, -0.66, -0.82, -0.63, -0.77, -0.38, 0.10, -0.12, -0.37, -0.43, -0.87, -0.05, 0.07, -0.67, -0.13, 0.49, 0.30, 0.52, 0.45, 0.37, 0.47, 0.36, 0.34, 0.50, 0.38, 0.35, 0.36, 0.49, 0.51, 0.36, 0.39, 0.35, 0.34, 0.48]}



No. 5
{"formula": "C17H19ClO7", "method": "ωB97M-V/def2-TZVPD", "relative_energy_kcal_mol": 3.8, "lumo_energy_ev": -0.2, "orbital_gap_ev": 9.4, "smiles": "C=C(C)C(=O)OCCOC(=O)c1c(C[C@@H](O)CCl)cccc1C(=O)O", "total_charge": 0, "total_energy_ha": -1646.063667, "max_force_ev_per_a": 3.7, "elements": ["Cl", "O", "O", "O", "O", "O", "O", "O", "C", "C", "C", "C", "C", "C", "C", "C", "C", "C", "C", "C", "C", "C", "C", "C", "C", "H", "H", "H", "H", "H", "H", "H", "H", "H", "H", "H", "H", "H", "H", "H", "H", "H", "H", "H"], "xyz": [[3.79, 3.03, -0.55], [-0.02, 0.22, 5.52], [-2.28, -3.28, -1.59], [1.67, -0.16, -1.97], [0.14, -1.40, 3.96], [0.30, -1.14, 0.51], [-2.49, -1.01, -1.24], [-1.54, -0.78, 1.83], [0.25, -0.13, 4.36], [0.87, 1.56, -0.54], [3.17, 1.74, -1.68], [-0.30, -0.46, 1.33], [1.53, 3.15, 2.83], [-0.81, -2.96, -3.92], [0.61, 0.92, 3.31], [1.36, 2.95, 1.45], [1.14, 2.16, 3.72], [0.87, 1.74, 0.97], [-1.18, -0.52, -3.70], [-3.12, -1.32, 0.01], [-2.25, -1.88, 1.18], [2.15, 0.81, -1.01], [-2.10, -2.12, -1.95], [0.42, 0.72, 1.88], [-1.38, -1.91, -3.20], [4.00, 1.14, -2.09], [2.64, 0.32, -0.15], [-0.01, 1.05, -0.90], [2.69, 2.26, -2.51], [-3.59, -0.42, 0.38], [-1.61, -2.71, 0.83], [-3.94, -2.02, -0.20], [1.87, 4.10, 3.22], [1.67, 3.74, 0.80], [-0.24, -2.77, -4.79], [0.80, 2.58, -1.01], [1.32, 2.36, 4.77], [-2.14, -0.21, -4.09], [-0.95, -3.98, -3.55], [-0.89, 0.14, -2.85], [-2.91, -2.38, 1.88], [1.02, -0.77, -1.50], [-0.45, -0.44, -4.51], [-0.08, -1.91, 4.76]], "nbo_charge": [-0.08, -0.60, -0.60, -0.74, -0.67, -0.62, -0.50, -0.51, 0.77, -0.45, -0.36, 0.79, -0.20, -0.28, -0.15, -0.18, -0.16, 0.00, -0.64, -0.10, -0.11, 0.08, 0.75, -0.05, -0.13, 0.23, 0.18, 0.23, 0.22, 0.21, 0.23, 0.20, 0.22, 0.23, 0.20, 0.22, 0.24, 0.22, 0.22, 0.22, 0.21, 0.50, 0.22, 0.51]}



No. 6
{"formula": "C17H19F2N3O3S", "method": "ωB97M-V/def2-TZVPD", "relative_energy_kcal_mol": 81.1, "lumo_energy_ev": 0.1, "orbital_gap_ev": 9.2, "smiles": "CC1(C)[C@@H](c2ccc(S(N)(=O)=O)cc2)[C@@H]1c1noc(C2CC(F)(F)C2)n1", "total_charge": 0, "total_energy_ha": -1646.888455, "max_force_ev_per_a": 6.2, "elements": ["S", "F", "F", "O", "O", "O", "N", "N", "N", "C", "C", "C", "C", "C", "C", "C", "C", "C", "C", "C", "C", "C", "C", "C", "C", "C", "H", "H", "H", "H", "H", "H", "H", "H", "H", "H", "H", "H", "H", "H", "H", "H", "H", "H", "H"], "xyz": [[-3.36, -1.83, 5.09], [1.64, -3.01, -5.95], [3.30, -1.66, -6.81], [-2.97, -3.15, 5.62], [-0.53, 0.05, -3.66], [-4.60, -1.19, 5.32], [-1.12, 0.67, -2.57], [1.15, 0.77, -2.34], [-2.54, -1.11, 6.29], [0.84, 0.08, -3.46], [1.40, -0.69, -5.85], [2.78, -1.44, -4.49], [-0.08, 1.06, -1.82], [-0.38, 1.43, -0.39], [0.07, 2.86, 1.64], [-0.26, -1.20, 2.40], [-2.23, -1.18, 3.78], [-1.05, -1.76, 3.41], [0.15, 0.45, 0.63], [-2.62, 0.05, 3.22], [-1.86, 0.56, 2.19], [2.03, 2.05, 0.28], [0.54, 1.94, 0.62], [2.35, -1.82, -5.92], [-0.74, -0.12, 1.73], [1.97, -0.22, -4.50], [2.50, 0.72, -4.76], [-1.97, -1.83, 6.63], [-0.89, 3.24, 1.17], [-1.38, 1.88, -0.36], [2.17, 3.07, -0.13], [1.50, 0.09, -6.58], [0.74, 3.70, 1.66], [0.96, -0.25, 0.26], [-3.27, -0.87, 6.99], [0.67, -1.58, 2.14], [0.28, -1.14, -5.85], [2.52, 1.31, -0.26], [2.52, 1.96, 1.25], [3.91, -1.31, -4.38], [-0.67, -2.70, 3.80], [-2.32, 1.38, 1.65], [2.51, -2.20, -3.71], [-3.56, 0.56, 3.44], [-0.07, 2.40, 2.57]], "nbo_charge": [2.23, -0.34, -0.31, -0.93, -0.28, -0.90, -0.14, -0.50, -1.09, 0.54, -0.45, -0.46, 0.32, -0.27, -0.61, -0.20, -0.26, -0.19, -0.22, -0.21, -0.16, -0.60, -0.01, 0.68, -0.01, -0.29, 0.25, 0.39, 0.21, 0.24, 0.21, 0.23, 0.23, 0.23, 0.39, 0.22, 0.25, 0.23, 0.20, 0.24, 0.24, 0.21, 0.25, 0.24, 0.23]}